(1)
The following is a quantum chemistry calculation of the ion C3H3N2 with charge +1 at a distorted geometry, from OMol25.

Last column: Mulliken charge in e.
Geometry (Å):
N -2.539 -0.527 0.029  -0.157
C -1.626 0.110 0.105  0.051
C -0.346 0.867 0.001  -0.082
C 0.812 -0.326 0.113  0.188
N 1.661 -1.131 0.037  0.021
H -0.449 1.149 -0.979  0.273
H -0.021 1.531 0.806  0.335
H 2.509 -1.673 -0.112  0.372

* spin multiplicity: 1
* SMILES string: N#CCC#[NH+]
* LUMO: -5.65 eV
* highest occupied orbital energy: -17.31 eV
* charge: +1
* energy relative to the best compared isomer or geometry (same formula, charge and spin): 0.413 eV
* strongest force on any atom: 5.3 eV Å⁻¹
* HOMO-LUMO gap: 11.7 eV

***

(2)
The following is a quantum chemistry calculation of a structure of composition C36H48N11O4S2 at a distorted geometry, from OMol25.

Last column: Mulliken charge in e.
Geometry (Å):
N 3.232 3.262 0.460  -0.701
S 3.418 4.854 -0.140  1.081
O 4.077 5.650 0.924  -0.594
O 4.326 4.723 -1.309  -0.707
N 1.980 5.504 -0.707  -0.410
S 0.644 4.773 -0.034  0.928
O -0.254 5.801 0.593  -0.861
O -0.070 4.049 -1.114  -0.631
H 2.896 3.365 1.416  0.300
H 2.526 2.756 -0.069  0.356
H 0.942 3.894 0.981  -0.023
N -1.975 3.703 1.993  0.375
C -1.359 2.606 2.519  -0.323
C -2.302 1.874 3.198  -0.947
C -3.537 2.558 3.067  -0.896
C -3.300 3.682 2.315  -0.551
H -1.517 4.427 1.446  0.153
H -0.305 2.437 2.372  0.406
H -2.123 0.951 3.730  0.795
H -4.489 2.261 3.477  0.682
H -3.960 4.466 1.985  0.419
N -5.183 0.298 1.336  0.154
C -6.160 1.212 1.061  -0.256
C -7.257 0.531 0.598  -0.615
C -6.929 -0.849 0.599  -0.435
C -5.643 -0.961 1.061  -0.543
H -4.267 0.521 1.687  0.194
H -5.991 2.264 1.217  0.346
H -8.191 0.975 0.294  0.399
H -7.563 -1.666 0.296  0.390
H -5.017 -1.825 1.217  0.376
N -1.662 -2.031 1.878  0.241
C -1.049 -3.019 2.598  -0.447
C -0.490 -3.902 1.711  -0.571
C -0.773 -3.425 0.406  -0.179
C -1.495 -2.266 0.541  -0.700
H -2.156 -1.251 2.270  0.150
H -1.065 -3.010 3.675  0.279
H 0.062 -4.791 1.971  0.399
H -0.479 -3.880 -0.526  0.408
H -1.903 -1.593 -0.195  0.407
N 3.175 0.749 2.564  0.066
C 3.131 1.236 3.841  -0.529
C 2.698 0.224 4.659  -0.693
C 2.478 -0.917 3.845  -0.371
C 2.784 -0.561 2.556  -0.825
H 3.452 1.274 1.753  0.275
H 3.409 2.255 4.056  0.481
H 2.557 0.296 5.726  0.558
H 2.136 -1.888 4.166  0.545
H 2.754 -1.125 1.639  0.546
N 0.709 -3.503 -3.183  0.152
C 1.862 -2.874 -2.801  -0.555
C 2.917 -3.582 -3.317  -0.489
C 2.378 -4.677 -4.042  -0.525
C 1.013 -4.598 -3.945  -0.586
H -0.218 -3.205 -2.944  0.221
H 1.832 -1.981 -2.199  0.457
H 3.960 -3.339 -3.190  0.418
H 2.928 -5.435 -4.577  0.393
H 0.234 -5.224 -4.349  0.500
N 2.143 -1.972 -6.309  0.136
C 2.883 -1.879 -7.455  -0.555
C 2.243 -1.009 -8.301  -0.485
C 1.075 -0.557 -7.637  -0.610
C 1.043 -1.168 -6.408  -0.287
H 2.374 -2.545 -5.515  0.278
H 3.797 -2.438 -7.570  0.368
H 2.578 -0.727 -9.286  0.407
H 0.343 0.137 -8.014  0.400
H 0.335 -1.099 -5.600  0.360
N 1.187 7.865 2.181  0.168
C 1.364 9.209 2.018  -0.568
C 2.379 9.609 2.851  -0.417
C 2.834 8.457 3.540  -0.591
C 2.079 7.398 3.102  -0.285
H 0.500 7.302 1.696  0.282
H 0.755 9.764 1.325  0.372
H 2.753 10.615 2.952  0.385
H 3.625 8.408 4.270  0.374
H 2.103 6.355 3.366  0.372
N 0.293 -6.513 -8.561  0.026
C -0.760 -7.341 -8.841  -0.480
C -1.817 -6.953 -8.058  -0.522
C -1.385 -5.847 -7.281  -0.416
C -0.079 -5.598 -7.615  -0.494
H 1.199 -6.568 -8.984  0.189
H -0.667 -8.129 -9.568  0.372
H -2.792 -7.412 -8.047  0.383
H -1.966 -5.296 -6.560  0.415
H 0.615 -4.852 -7.263  0.534
N 0.035 -1.332 6.535  0.188
C -0.015 -0.847 7.812  -0.516
C -0.451 -1.858 8.630  -0.460
C -0.667 -2.998 7.814  -0.691
C -0.356 -2.642 6.527  -0.420
H 0.318 -0.806 5.726  0.216
H 0.261 0.171 8.029  0.400
H -0.597 -1.787 9.695  0.401
H -1.010 -3.968 8.134  0.407
H -0.379 -3.206 5.609  0.478

* spin multiplicity: 1
* LUMO: 1.85 eV
* highest occupied orbital energy: -5.67 eV
* charge: -1
* strongest force on any atom: 5.0 eV Å⁻¹
* HOMO-LUMO gap: 7.5 eV

***

(3)
The following is a quantum chemistry calculation of a structure of composition Br5Cd2 at a distorted geometry, from OMol25.

Last column: Mulliken charge in e.
Geometry (Å):
Cd -0.859 -4.654 4.759  0.584
Cd -3.788 -8.546 1.650  0.965
Br -4.410 -6.876 4.057  -0.345
Br -5.601 -10.495 3.403  -0.622
Br -1.036 -8.292 4.983  -0.450
Br -1.715 -5.762 1.795  -0.524
Br -6.177 -7.005 0.396  -0.608

* spin multiplicity: 1
* LUMO: -2.21 eV
* highest occupied orbital energy: -5.64 eV
* charge: -1
* energy relative to the best compared isomer or geometry (same formula, charge and spin): 2.274 eV
* strongest force on any atom: 3.2 eV Å⁻¹
* HOMO-LUMO gap: 3.4 eV

***

(4)
The following is a quantum chemistry calculation of the molecule C5H9NO at a distorted geometry, from OMol25.

Last column: Mulliken charge in e.
Geometry (Å):
H -2.319 -1.017 1.704  0.210
N -1.507 -0.502 1.355  -0.461
C -1.101 -0.794 0.154  -0.499
C 0.094 0.005 -0.190  1.555
C -0.233 1.413 -0.673  -1.664
C 1.077 -0.742 -1.069  -1.582
C 0.533 0.189 1.465  -0.059
O 1.541 -0.357 1.890  -0.522
H -1.318 -1.771 -0.302  0.358
H 0.665 2.040 -0.657  0.370
H -0.982 1.901 -0.042  0.444
H -0.623 1.397 -1.698  0.380
H 0.569 -1.232 -1.909  0.359
H 1.579 -1.549 -0.521  0.373
H 1.861 -0.086 -1.459  0.361
H 0.161 1.105 1.952  0.377

* spin multiplicity: 1
* SMILES string: [H]/N=C/C(C)(C)C=O
* LUMO: 0.65 eV
* highest occupied orbital energy: -8.88 eV
* energy relative to the best compared isomer or geometry (same formula, charge and spin): 2.732 eV
* strongest force on any atom: 4.5 eV Å⁻¹
* HOMO-LUMO gap: 9.5 eV

***

(5)
The following is a quantum chemistry calculation of a cluster of 2 separate species, CH5BrN3O in total at a distorted geometry, from OMol25.

Last column: Mulliken charge in e.
Geometry (Å):
N -1.258 1.275 -2.297  -0.625
Br -3.036 1.917 -2.278  -0.357
H -0.690 2.123 -2.292  0.074
C 0.996 -1.003 1.009  0.510
O 1.867 -1.788 1.384  -0.683
N 0.691 -0.796 -0.295  -0.352
N 0.256 -0.264 1.889  -0.372
H -0.024 -0.148 -0.611  0.228
H 1.207 -1.314 -0.976  0.178
H 0.447 -0.384 2.863  0.193
H -0.457 0.382 1.604  0.206

* spin multiplicity: 1
* LUMO: 3.62 eV
* highest occupied orbital energy: -2.35 eV
* charge: -1
* strongest force on any atom: 1.2 eV Å⁻¹
* HOMO-LUMO gap: 6.0 eV

***

(6)
The following is a quantum chemistry calculation of a cluster of 2 separate species, C4H10ClNO2P in total at a distorted geometry, from OMol25.

Last column: Mulliken charge in e.
Geometry (Å):
C -0.332 2.235 -0.222  -1.045
C -0.697 -2.004 -0.799  -0.726
C -0.256 1.243 0.956  -0.679
C 0.150 -0.864 -0.248  -0.191
N -0.693 -0.080 0.800  -0.522
O -3.520 1.501 0.485  -0.606
O -3.228 0.103 -1.646  -0.568
P -2.988 0.259 -0.184  0.850
Cl -3.864 -1.394 0.765  -0.343
H -0.571 3.207 0.192  0.329
H 0.597 2.141 -0.725  0.398
H -1.127 1.851 -0.907  0.187
H -0.638 -2.054 -1.865  0.264
H -0.499 -3.048 -0.397  0.243
H -1.733 -1.821 -0.644  0.035
H 0.643 1.387 1.514  0.484
H -0.942 1.713 1.701  0.345
H 1.000 -1.169 0.325  0.384
H 0.326 -0.020 -1.119  0.161

* spin multiplicity: 1
* LUMO (spin up / spin down): 3.60 / 3.60 eV
* highest occupied orbital energy (spin up / spin down): -4.25 / -4.25 eV
* charge: -1
* energy relative to the best compared isomer or geometry (same formula, charge and spin): 2.195 eV
* strongest force on any atom: 4.6 eV Å⁻¹
* HOMO-LUMO gap (spin up / spin down): 7.9 / 7.9 eV

***

Copy entry 1 word for word.
The following is a quantum chemistry calculation of the ion C3H3N2 with charge +1 at a distorted geometry, from OMol25.

Last column: Mulliken charge in e.
Geometry (Å):
N -2.539 -0.527 0.029  -0.157
C -1.626 0.110 0.105  0.051
C -0.346 0.867 0.001  -0.082
C 0.812 -0.326 0.113  0.188
N 1.661 -1.131 0.037  0.021
H -0.449 1.149 -0.979  0.273
H -0.021 1.531 0.806  0.335
H 2.509 -1.673 -0.112  0.372

* spin multiplicity: 1
* SMILES string: N#CCC#[NH+]
* LUMO: -5.65 eV
* highest occupied orbital energy: -17.31 eV
* charge: +1
* energy relative to the best compared isomer or geometry (same formula, charge and spin): 0.413 eV
* strongest force on any atom: 5.3 eV Å⁻¹
* HOMO-LUMO gap: 11.7 eV